Density functional theory data (ωB97M-V with the def2-TZVPD basis set) for a structure of composition C18H54BaNO12 at a distorted geometry.

Values from the calculation:
* LUMO level: -6.92 eV
* charge: +1
* energy above the lowest of the compared OMol25 structures with the same formula, charge and spin: 226.0 kcal per mole
* frontier orbital gap: 2.15 eV
* max |F|: 5.18 eV/A
* total energy: -46277.09175 eV
* 2S+1: 1

Element x y z (Å)
Ba (-4.39388, -4.79814, -0.18941)
N (-0.89439, 0.88276, 0.78479)
O (-0.07843, 1.46361, 0.12384)
O (-1.52995, 0.02004, 0.25569)
O (-0.96985, 1.06493, 1.98780)
C (-1.93389, -4.33539, 6.67691)
C (-3.22558, -3.65416, 6.31059)
O (-3.19398, -3.33719, 4.91234)
H (-1.75549, -5.26508, 6.13659)
H (-1.79090, -4.59241, 7.72647)
H (-1.16567, -3.62336, 6.37534)
H (-3.31502, -2.78117, 6.95711)
H (-4.05825, -4.28487, 6.62202)
H (-2.77860, -2.47503, 4.83665)
C (-7.60921, 1.42633, 2.23380)
C (-7.70582, 2.63278, 1.23900)
O (-8.58257, 2.27338, 0.21020)
H (-7.18380, 1.66918, 3.20754)
H (-6.99626, 0.60286, 1.86735)
H (-8.58318, 0.98108, 2.43682)
H (-6.72970, 2.87908, 0.82112)
H (-8.14319, 3.51025, 1.71528)
H (-8.82451, 3.02395, -0.33725)
C (6.01975, 5.60394, -3.43425)
C (4.62752, 5.47866, -2.77161)
O (4.73687, 4.80359, -1.54912)
H (5.92491, 6.25435, -4.30378)
H (6.40269, 4.65169, -3.80124)
H (6.79160, 6.04281, -2.80200)
H (3.97011, 4.89619, -3.41710)
H (4.17639, 6.45702, -2.60608)
H (3.88083, 4.42925, -1.32851)
C (6.71291, 0.30181, 1.71889)
C (7.91947, 0.91176, 0.98412)
O (7.91036, 2.30116, 1.26404)
H (6.69000, -0.78683, 1.66959)
H (5.81128, 0.74862, 1.29990)
H (6.68593, 0.46192, 2.79674)
H (7.87375, 0.67358, -0.07856)
H (8.89759, 0.51255, 1.25249)
H (7.18205, 2.69961, 0.78194)
C (4.27674, -2.39067, -5.54669)
C (3.89138, -1.22808, -4.61388)
O (2.48770, -1.30159, -4.33537)
H (4.21351, -3.36507, -5.06229)
H (5.34125, -2.36389, -5.77952)
H (3.65741, -2.41676, -6.44326)
H (4.12123, -0.33407, -5.19355)
H (4.53791, -1.31060, -3.74022)
H (2.19790, -0.63744, -3.70566)
C (-4.79048, 4.38114, -4.73257)
C (-3.49912, 3.66950, -4.45860)
O (-2.69936, 4.41512, -3.56874)
H (-4.67364, 5.40579, -5.08546)
H (-5.40308, 4.39655, -3.83114)
H (-5.42553, 3.88117, -5.46388)
H (-2.95092, 3.62976, -5.39987)
H (-3.53464, 2.63134, -4.12837)
H (-2.20636, 3.79405, -3.02759)
C (-2.07169, -2.74920, -7.48662)
C (-2.19572, -3.91415, -6.52390)
O (-2.31161, -3.28977, -5.28384)
H (-1.23937, -2.07187, -7.29539)
H (-2.96594, -2.14218, -7.34532)
H (-2.07532, -3.11319, -8.51403)
H (-1.30564, -4.54332, -6.52095)
H (-2.99389, -4.61767, -6.76070)
H (-1.52261, -2.74467, -5.23977)
C (1.74752, -5.14306, 1.79871)
C (1.92007, -5.30767, 0.29406)
O (0.71249, -5.88071, -0.25900)
H (2.61995, -4.73000, 2.30501)
H (1.48772, -6.05403, 2.33790)
H (0.97998, -4.37542, 1.89730)
H (2.72490, -6.01923, 0.10962)
H (2.16736, -4.35595, -0.17626)
H (0.97574, -6.36819, -1.04301)
C (-0.34245, 1.29481, 9.40107)
C (-0.96454, 2.50412, 8.70872)
O (-1.94826, 2.08954, 7.75321)
H (-1.13020, 0.63670, 9.76774)
H (0.34762, 1.53679, 10.20938)
H (0.17631, 0.64622, 8.69514)
H (-0.24181, 3.16306, 8.22750)
H (-1.44268, 3.08718, 9.49581)
H (-1.42169, 1.88047, 6.97823)